1.
Here is a 7-piece molecular cluster, C21H59F3N6O8S overall from the OMol25 dataset. Energies are from wB97M-V/def2-TZVPD.

Summary:
Max |F| (eV Å⁻¹): 2.0
Gap between HOMO and LUMO (eV): 7.50

CARTESIAN COORDINATES (ANGSTROEM)
N -0.790 -0.008 3.714
H -0.625 -0.090 2.696
H -0.327 0.877 3.916
H -0.267 -0.765 4.182
H -1.800 -0.031 3.833
C -0.911 -1.672 -0.978
F -0.567 -2.778 -0.344
F 0.133 -1.232 -1.693
F -1.896 -1.918 -1.835
S -1.414 -0.310 0.173
O -1.989 0.752 -0.609
O -2.281 -0.980 1.126
O -0.156 0.147 0.790
C 1.138 -3.320 2.257
C 1.174 -2.976 3.740
C 2.063 -3.917 4.554
O 1.719 -5.244 4.230
C 1.708 -6.112 5.339
N 1.527 -1.547 3.872
H 2.138 -3.403 1.835
H 0.519 -2.595 1.732
H 0.600 -4.261 2.144
H 0.175 -3.146 4.162
H 1.846 -3.705 5.612
H 3.139 -3.738 4.419
H 1.219 -7.036 5.027
H 1.109 -5.768 6.191
H 2.732 -6.317 5.664
H 2.339 -1.360 3.293
H 1.761 -1.389 4.851
C 3.837 0.352 0.847
C 3.289 1.229 1.977
C 4.215 2.309 2.521
O 5.239 1.880 3.428
C 6.249 1.002 2.951
N 2.061 1.853 1.500
H 4.890 0.182 1.059
H 3.784 0.867 -0.114
H 3.351 -0.617 0.741
H 3.119 0.538 2.828
H 3.614 2.838 3.267
H 4.603 2.989 1.758
H 7.051 1.039 3.684
H 6.603 1.348 1.974
H 5.859 -0.014 2.861
H 1.590 2.427 2.193
H 1.395 1.121 1.249
C -3.614 3.843 0.213
C -2.711 4.073 1.399
C -3.435 4.119 2.741
O -4.147 5.306 2.910
C -5.051 5.299 3.991
N -1.585 3.153 1.395
H -4.379 4.616 0.127
H -4.172 2.903 0.310
H -3.059 3.777 -0.721
H -2.333 5.100 1.280
H -2.676 4.049 3.540
H -4.061 3.212 2.812
H -5.505 4.318 4.160
H -5.800 6.061 3.784
H -4.546 5.599 4.922
H -1.185 3.093 2.325
H -1.862 2.220 1.098
C -0.258 -3.638 -4.813
C -1.352 -3.816 -5.846
C -2.460 -2.799 -5.663
O -3.025 -2.831 -4.357
C -3.964 -3.854 -4.167
N -0.821 -3.604 -7.222
H -0.531 -3.816 -3.768
H -0.015 -2.563 -4.758
H 0.715 -4.106 -4.973
H -1.727 -4.839 -5.763
H -3.248 -2.921 -6.411
H -2.027 -1.796 -5.687
H -4.824 -3.752 -4.843
H -4.301 -3.808 -3.133
H -3.560 -4.865 -4.319
H -0.440 -4.504 -7.508
H 0.033 -3.054 -7.154
C -1.062 1.205 -4.677
C -0.303 1.801 -3.481
C 0.974 2.409 -4.010
O 1.699 3.039 -2.975
C 2.691 3.931 -3.426
N -1.068 2.822 -2.781
H -0.519 0.303 -5.002
H -1.047 1.827 -5.575
H -2.067 0.889 -4.407
H -0.146 0.983 -2.783
H 0.862 3.072 -4.880
H 1.637 1.595 -4.361
H 3.252 4.243 -2.547
H 2.184 4.813 -3.835
H 3.365 3.451 -4.145
H -1.833 2.366 -2.297
H -1.461 3.572 -3.336

Atom charges from the Löwdin analysis, given in e for atoms 1 to 5: number 1, N, carries 0.29; number 2, H, carries 0.07; number 3, H, carries 0.14; number 4, H, carries 0.09; number 5, H, carries 0.14

---

2.
Here is a 9-piece molecular cluster, C21H60N2O9 overall from the OMol25 dataset. Energies are from wB97M-V/def2-TZVPD.

Summary:
SMILES string: NC(N)=O.CC(C)O.CC(C)O.CC(C)O.CC(C)O.CC(C)O.CC(C)O.CO.CO
Max |F| (eV Å⁻¹): 5.1
Gap between HOMO and LUMO (eV): 9.84

CARTESIAN COORDINATES (ANGSTROEM)
C -3.925 6.909 -0.092
O -2.587 7.317 -0.343
H -4.410 6.688 0.859
H -4.537 7.797 -0.249
H -4.267 6.046 -0.663
H -2.246 7.867 0.366
C -6.306 -3.933 -2.205
O -5.716 -3.043 -1.305
H -6.727 -4.799 -1.696
H -7.146 -3.413 -2.666
H -5.608 -4.522 -2.800
H -6.291 -2.288 -1.164
C 4.658 6.161 0.403
O 4.865 6.427 -0.769
N 3.444 6.149 0.938
N 5.628 6.084 1.244
H 2.685 6.341 0.300
H 3.312 5.722 1.844
H 6.536 6.027 0.804
H 5.563 6.055 2.252
C 5.915 -5.429 -2.196
C 4.589 -6.048 -1.704
C 3.779 -6.491 -2.906
O 4.772 -7.138 -0.876
H 6.627 -5.168 -1.413
H 5.625 -4.574 -2.807
H 6.481 -6.161 -2.772
H 4.032 -5.216 -1.272
H 3.627 -5.606 -3.524
H 2.747 -6.737 -2.656
H 4.244 -7.231 -3.557
H 5.132 -7.778 -1.494
C 6.815 -0.114 3.272
C 7.796 -0.150 2.115
C 7.151 0.061 0.819
O 8.777 0.837 2.377
H 6.184 -0.983 3.455
H 6.119 0.724 3.224
H 7.324 0.079 4.216
H 8.115 -1.179 2.278
H 6.298 -0.585 0.612
H 7.971 0.109 0.102
H 6.543 0.965 0.821
H 9.394 0.499 3.030
C -1.255 -7.293 2.983
C -2.129 -7.084 1.767
C -2.436 -8.382 1.006
O -3.362 -6.656 2.207
H -1.580 -8.228 3.438
H -1.362 -6.540 3.764
H -0.186 -7.315 2.775
H -1.602 -6.468 1.039
H -3.010 -9.070 1.627
H -1.494 -8.894 0.812
H -2.879 -8.318 0.012
H -3.618 -5.968 1.589
C -6.709 1.417 4.015
C -7.045 0.028 4.658
C -8.309 -0.641 4.155
O -5.976 -0.776 4.352
H -5.745 1.865 4.256
H -7.534 2.038 4.365
H -6.786 1.347 2.930
H -7.005 0.101 5.744
H -8.337 -0.595 3.066
H -9.192 -0.111 4.513
H -8.499 -1.624 4.584
H -6.271 -1.646 4.630
C -0.592 1.104 0.324
C 0.250 -0.189 0.115
C 0.346 -0.862 1.468
O -0.594 -0.979 -0.643
H -0.661 1.754 -0.548
H -0.120 1.656 1.137
H -1.530 0.889 0.836
H 1.116 -0.012 -0.523
H 0.930 -1.782 1.430
H -0.611 -1.157 1.899
H 0.934 -0.288 2.184
H -1.460 -0.930 -0.231
C -1.170 6.640 -6.241
C -0.531 7.973 -5.897
C 0.020 8.597 -7.151
O -1.550 8.745 -5.323
H -1.936 6.690 -7.015
H -1.691 6.219 -5.381
H -0.405 6.009 -6.695
H 0.242 7.883 -5.135
H -0.704 8.556 -7.965
H 0.960 8.196 -7.528
H 0.207 9.624 -6.836
H -2.111 8.199 -4.767

Atom charges from the Löwdin analysis, given in e for atoms 1 to 5: number 1, C, carries -0.19; number 2, O, carries -0.10; number 3, H, carries 0.07; number 4, H, carries 0.07; number 5, H, carries 0.08

---

E_LUMO values (in eV) by entry order: -0.436; 0.224.
Energy values (in eV) by entry order: -67038.726; -44153.216.